26
Properties=species:S:1:pos:R:3:forces:R:3 method="wB97M-V/def2-TZVPD" total_energy_ha=-1615.3312 homo_ev=-8.8 smiles="C[Si@H](Cl)CCl.C=Nc1ccccc1" e_above_lowest_kcal_mol=7.04 e_lumo_ha=0.02103
C -3.0468 -0.4091 -2.5762 1.9 -3.0 -2.3
Si -1.1061 -0.4970 -2.9411 -3.0 -0.3 -1.7
Cl -0.6587 1.4541 -2.6387 0.9 0.3 0.1
C -0.7479 -0.9745 -4.8875 0.8 1.1 -1.1
Cl -1.3563 0.4327 -6.0290 0.2 -0.7 1.1
H -3.4278 0.5260 -2.4489 -0.9 2.8 -0.3
H -3.6828 -1.0447 -3.2365 0.5 0.7 0.1
H -3.1841 -0.8521 -1.6466 0.0 -1.0 2.0
H -0.6844 -1.5193 -1.9687 0.8 0.1 -0.2
H 0.3512 -1.0172 -5.2849 -2.0 -0.3 1.3
H -1.3617 -1.7926 -5.3370 0.8 0.3 0.9
C 1.9733 0.5540 -0.3947 -1.4 -0.3 1.9
N 1.0218 0.6969 0.4540 2.4 0.7 -1.7
C 1.2279 0.2312 1.7435 -1.6 -0.2 2.1
C 0.7943 -1.0512 2.0167 0.3 0.0 2.0
C 0.5702 -1.4136 3.3704 0.8 -0.6 -3.6
C 0.7593 -0.5764 4.3771 -0.8 1.3 3.5
C 1.2488 0.7086 4.1850 0.8 2.0 -0.8
C 1.4514 1.1190 2.8577 1.2 0.5 -1.2
H 1.8725 0.9352 -1.3376 -0.8 1.1 -2.5
H 2.9049 0.0395 -0.3239 0.8 -0.5 1.2
H 0.5766 -1.7843 1.2736 -0.1 -0.1 -0.7
H 0.3668 -2.4237 3.5339 -0.8 -1.4 0.5
H 0.3411 -0.8857 5.3549 0.9 0.2 -0.4
H 1.5046 1.4726 5.0004 -0.7 -1.5 -1.1
H 1.9136 2.1234 2.5566 -1.0 -1.4 0.8